#P
This record from the OMol25 dataset describes an isolated molecule of C4H6OS2. The level of theory is ωB97M-V/def2-TZVPD.

```
13
C4H6OS2 ωB97M-V/def2-TZVPD
C -1.51355 -0.24378 0.77026
C -1.00823 -0.67105 -0.59701
S 0.64635 -1.43099 -0.58238
C 1.80819 -0.21035 -0.18956
S 3.37148 -0.59907 0.08007
C 1.48049 1.27160 -0.17182
O 0.55134 1.77511 -0.74004
H -1.48316 -1.05499 1.48371
H -0.90225 0.54806 1.18083
H -2.53781 0.09565 0.71890
H -1.00611 0.15544 -1.32084
H -1.62710 -1.48901 -0.99833
H 2.22035 1.85338 0.36622
```

Results
HOMO-LUMO gap = 7.9047 eV
Structure (SMILES) = CCSC(=S)C=O
Charge = 0

Okay, here come the natural (NBO) numbers, in e, for every atom: -0.617, -0.537, 0.381, -0.445, 0.073, 0.376, -0.496, 0.213, 0.211, 0.220, 0.252, 0.228, 0.142

#Q
This record from the OMol25 dataset describes an isolated molecule of C4H6OS2. The level of theory is ωB97M-V/def2-TZVPD.

```
13
C4H6OS2 ωB97M-V/def2-TZVPD
O -2.53923 0.08448 0.02266
C -1.41805 -0.80149 0.20020
C -0.28953 -0.15483 -0.73236
S 0.12094 1.55734 -0.57311
C 1.60423 1.15879 0.20696
C 2.13488 -0.03062 0.23744
S 1.09534 -1.30040 -0.51663
H -2.21203 1.04928 0.12380
H -1.20397 -0.86108 1.25760
H -1.61380 -1.82210 -0.14933
H -0.72555 -0.35179 -1.62784
H 2.00478 1.87269 0.82354
H 3.04200 -0.40027 0.72707
```

Results
HOMO-LUMO gap = 8.6673 eV
Structure (SMILES) = OCC1SC=CS1
Charge = 0

Okay, here come the natural (NBO) numbers, in e, for every atom: -0.739, -0.065, -0.526, 0.309, -0.416, -0.328, 0.229, 0.469, 0.174, 0.191, 0.227, 0.228, 0.245

Energy comparison, zero being the most stable, in kcal/mol: #P 0.0; #Q 17.5.

#P
This record from the OMol25 dataset describes an isolated molecule of C4H5N3OS. The level of theory is ωB97M-V/def2-TZVPD.

```
14
C4H5N3OS ωB97M-V/def2-TZVPD
N -2.05131 1.64293 0.14984
C -1.79519 0.35220 0.09518
S -3.06475 -0.68799 -0.04816
N -0.41963 -0.11055 -0.01985
C -0.03143 -1.43879 0.13713
C 1.29934 -1.50479 0.10159
N 1.77262 -0.17023 -0.09845
C 0.77007 0.69806 -0.06944
O 0.78644 1.92524 -0.00752
H -1.33705 2.27205 0.48313
H -2.91997 1.93616 -0.17323
H -0.73556 -2.15399 0.31810
H 1.90319 -2.31272 0.23347
H 2.65536 0.10189 -0.39084
```

Results
HOMO-LUMO gap = 9.1286 eV
Structure (SMILES) = NC(=S)n1cc[nH]c1=O
Charge = 0

Okay, here come the natural (NBO) numbers, in e, for every atom: -0.761, 0.286, -0.209, -0.457, -0.035, -0.087, -0.577, 0.763, -0.653, 0.427, 0.418, 0.244, 0.222, 0.422

#Q
This record from the OMol25 dataset describes an isolated molecule of C4H5N3OS. The level of theory is ωB97M-V/def2-TZVPD.

```
14
C4H5N3OS ωB97M-V/def2-TZVPD
C -0.41019 -0.88135 -0.21433
C 0.89239 -1.35072 -0.35002
C 0.23714 1.36819 -0.28046
C -2.06533 1.05134 0.23245
N 3.11170 -0.69374 0.11084
N -0.70012 0.47536 -0.07424
N 1.89248 -0.53339 -0.14349
O 3.65117 -1.76380 0.22942
S 0.85059 2.80373 -0.14393
H -1.14246 -1.66434 -0.08084
H 0.99205 -2.42314 -0.32229
H -2.53999 0.55132 1.04735
H -1.89935 2.06498 0.51936
H -2.87010 0.99557 -0.52983
```

Results
HOMO-LUMO gap (spin up / spin down) = 6.2682 / 6.2660 eV
Charge = 0

Okay, here come the natural (NBO) numbers, in e, for every atom: -0.188, 0.025, 0.221, -0.390, 0.199, -0.412, -0.389, -0.429, 0.250, 0.226, 0.207, 0.226, 0.226, 0.229

Energy comparison, zero being the most stable, in kcal/mol: #P 0.0; #Q 158.3.

#P
This record from the OMol25 dataset describes a 8-piece molecular cluster, C6H30N2O7 overall. The level of theory is ωB97M-V/def2-TZVPD.

```
45
C6H30N2O7 ωB97M-V/def2-TZVPD
C 0.02988 2.69473 2.06440
C -0.45608 2.22144 0.65097
N -0.80834 0.76294 0.74296
C -0.72648 0.09619 -0.61717
C -0.52434 1.09590 -1.81747
C 0.64904 -0.84178 -0.43146
C 0.85831 -1.55206 -1.75185
N 2.28731 -2.02444 -1.75730
H 0.22964 3.70165 2.03646
H -0.60054 2.36807 2.94966
H 0.92801 1.97401 2.24976
H 0.49769 2.41033 0.09081
H -1.24169 2.80273 0.12978
H -0.25170 0.32381 1.40670
H -1.54148 -0.57065 -0.82403
H 0.34433 1.86632 -1.82438
H -0.29314 0.57904 -2.68914
H -1.36571 1.73266 -1.97888
H 1.40814 -0.08423 -0.33254
H 0.34801 -1.34846 0.45863
H 0.09876 -2.26564 -1.80452
H 0.81657 -0.78595 -2.60822
H 2.27702 -2.87073 -2.32546
H 2.67107 -1.91442 -0.70409
O 1.97561 1.28392 -4.33007
H 2.53057 1.31496 -3.45903
H 1.35549 1.98981 -4.00938
O 3.66334 1.22294 -2.43391
H 4.11438 0.78712 -3.26174
H 3.37233 0.53036 -2.06191
O 2.10688 0.18374 2.91158
H 2.91221 -0.33712 2.60598
H 1.95055 0.05460 3.93399
O -0.97115 -0.24085 3.47147
H -1.85254 0.22157 3.31728
H -1.02521 -1.05473 3.16662
O -3.37346 -0.44236 1.02812
H -4.30710 -0.05702 1.00330
H -2.77926 0.23967 1.22177
O -1.84924 -2.94177 2.63919
H -2.29915 -2.21404 2.22127
H -1.85374 -3.63061 1.87933
O -2.78834 -2.54647 -0.40645
H -3.03329 -1.80256 0.18451
H -3.48316 -2.93265 -0.93552
```

Results
HOMO-LUMO gap = 8.8552 eV
Structure (SMILES) = CCN[C@@H](C)CCN.O.O.O.O.O.O.O
Charge = 0

Okay, here come the natural (NBO) numbers, in e, for every atom: -0.633, -0.212, -0.699, -0.024, -0.646, -0.425, -0.241, -0.905, 0.205, 0.199, 0.240, 0.167, 0.186, 0.388, 0.209, 0.201, 0.222, 0.211, 0.189, 0.216, 0.192, 0.195, 0.382, 0.380, -0.988, 0.464, 0.453, -0.877, 0.488, 0.461, -0.969, 0.481, 0.497, -0.934, 0.469, 0.469, -0.982, 0.495, 0.510, -0.960, 0.470, 0.492, -1.014, 0.501, 0.479

#Q
This record from the OMol25 dataset describes a 8-piece molecular cluster, C6H30N2O7 overall. The level of theory is ωB97M-V/def2-TZVPD.

```
45
C6H30N2O7 ωB97M-V/def2-TZVPD
C -0.37031 3.30278 1.13084
C -1.28341 2.05950 1.33573
N -0.86269 0.84246 0.62672
C -1.04307 0.88977 -0.85870
C -2.52830 1.02401 -1.22841
C -2.69601 1.37675 -2.68999
C -0.61012 -0.48992 -1.35086
N 0.82562 -0.69368 -1.46936
H -0.79046 3.89666 0.31960
H -0.16452 3.78818 2.07995
H 0.57678 2.95493 0.70198
H -1.34493 1.87463 2.40588
H -2.29396 2.33905 1.06054
H 0.14392 0.83134 0.79479
H -0.42796 1.71568 -1.22981
H -2.94202 1.79887 -0.58872
H -3.04173 0.14281 -0.86490
H -2.08347 2.21065 -3.01146
H -3.74788 1.46616 -2.94551
H -2.31219 0.60149 -3.34638
H -1.02021 -1.15112 -0.61416
H -1.09018 -0.66266 -2.31351
H 1.31806 -0.89100 -0.60538
H 1.28852 0.13671 -1.82224
O 0.91895 -0.71779 3.99002
H 0.58597 -1.08868 4.81250
H 0.21094 -0.85979 3.35019
O -2.55420 -1.82991 1.74584
H -2.23440 -0.90619 1.67350
H -3.45478 -1.68802 1.42470
O 2.40211 1.60921 -3.31768
H 2.75725 1.24149 -2.50205
H 2.81837 1.07045 -3.99950
O 0.19113 -2.97026 0.84186
H -0.12659 -3.56060 0.14355
H -0.50624 -2.33954 1.02425
O 2.78604 -1.08604 1.68305
H 2.31447 -1.92302 1.60756
H 2.49073 -0.80411 2.56045
O 0.17104 -3.60639 -1.91118
H 0.54317 -2.71122 -2.01100
H 0.78274 -4.27524 -1.60720
O 2.96164 1.71293 0.79219
H 2.80436 1.26006 1.63491
H 2.88101 0.85578 0.33108
```

Results
HOMO-LUMO gap = 9.7036 eV
Structure (SMILES) = CCN[C@H](CC)CN.O.O.O.O.O.O.O
Charge = 0

Okay, here come the natural (NBO) numbers, in e, for every atom: -0.652, -0.224, -0.667, -0.065, -0.413, -0.613, -0.223, -0.876, 0.209, 0.220, 0.222, 0.189, 0.185, 0.360, 0.184, 0.201, 0.202, 0.215, 0.216, 0.204, 0.207, 0.191, 0.374, 0.359, -0.961, 0.484, 0.481, -0.959, 0.484, 0.472, -0.930, 0.462, 0.473, -0.989, 0.496, 0.483, -0.985, 0.495, 0.489, -0.989, 0.510, 0.474, -0.933, 0.468, 0.467

Energy comparison, zero being the most stable, in kcal/mol: #P 89.3; #Q 0.0.

#P
This record from the OMol25 dataset describes C4HNOS2 as an isolated structure. The level of theory is ωB97M-V/def2-TZVPD.

```
9
C4HNOS2 ωB97M-V/def2-TZVPD
C 0.26843 -0.94406 0.32259
C -0.59606 0.69504 -0.82673
C -0.71823 2.06921 -0.88403
C 0.10818 0.52068 0.40759
H -1.21034 2.82618 -1.49786
N 0.43991 1.62355 1.00936
O -0.13382 2.60051 0.21570
S 1.01092 -2.07940 1.14436
S -0.70921 -0.98561 -1.23247
```

Results
HOMO-LUMO gap = 7.8623 eV
Charge = 0

Okay, here come the natural (NBO) numbers, in e, for every atom: -0.280, -0.312, 0.109, 0.020, 0.229, -0.047, -0.266, 0.195, 0.351

#Q
This record from the OMol25 dataset describes C4HNOS2 as an isolated structure. The level of theory is ωB97M-V/def2-TZVPD.

```
9
C4HNOS2 ωB97M-V/def2-TZVPD
C -1.76902 -0.03112 0.03995
C 0.28615 0.71138 -0.00310
C 1.59981 0.45166 -0.02413
C -0.39043 -0.56441 0.04977
H 2.52715 0.95643 0.03792
N 0.47611 -1.55172 -0.03286
O 1.69912 -0.88218 -0.02228
S -3.23224 -0.74367 -0.02326
S -1.19664 1.65362 -0.02202
```

Results
HOMO-LUMO gap = 7.8499 eV
Charge = 0

Okay, here come the natural (NBO) numbers, in e, for every atom: -0.296, -0.293, 0.107, 0.029, 0.229, -0.038, -0.271, 0.150, 0.382

Energy comparison, zero being the most stable, in kcal/mol: #P 0.0; #Q 2.4.